[1]
Molecular formula: C24H43BiGeN2O3Se2
Method: DFT, ωB97M-V/def2-TZVPD

```
! wB97M-V def2-TZVPD RIJCOSX def2/J DEFGRID3
* xyz 2 1
Bi 0.005 -2.099 -0.284
C 2.040 -3.693 3.465
C 1.226 -2.524 2.935
C 1.222 -1.350 3.903
O 1.773 -2.084 1.652
C -0.220 -2.973 2.716
O -0.851 -3.467 3.599
O -0.782 -2.777 1.500
H 3.040 -3.359 3.749
H 2.121 -4.486 2.718
H 1.552 -4.107 4.344
H 2.247 -1.071 4.152
H 0.703 -1.634 4.819
H 0.711 -0.490 3.466
H 2.673 -2.430 1.592
C -5.668 -4.883 0.692
Ge -5.658 -2.992 0.270
C -6.098 -2.677 -1.603
C -6.642 -1.860 1.494
C -3.727 -2.448 0.606
Se -2.686 -2.242 -1.012
C -3.219 -0.426 -1.445
H -6.573 -5.352 0.304
H -5.631 -5.039 1.770
H -4.806 -5.374 0.235
H -6.910 -3.348 -1.889
H -5.254 -2.894 -2.258
H -6.436 -1.654 -1.777
H -7.702 -2.119 1.486
H -6.539 -0.813 1.206
H -6.263 -1.991 2.508
H -3.244 -3.238 1.182
H -3.634 -1.518 1.166
H -4.306 -0.443 -1.450
H -2.848 -0.169 -2.433
H -2.847 0.259 -0.691
C -1.542 2.619 -2.492
C -0.088 2.887 -2.878
C 0.522 1.779 -3.733
C 0.815 0.491 -2.966
N 1.783 0.705 -1.876
C 1.518 0.881 -0.571
Se -0.105 0.481 0.324
N 2.617 1.311 0.054
C 2.697 1.700 1.478
C 2.020 3.043 1.739
C 2.715 4.226 1.064
C 4.040 4.601 1.724
C 3.646 1.435 -0.881
C 4.972 1.837 -0.747
C 5.739 1.816 -1.892
C 5.207 1.417 -3.133
C 3.890 1.029 -3.264
C 3.120 1.048 -2.103
H -1.986 3.494 -2.015
H -1.635 1.784 -1.788
H -2.142 2.387 -3.377
H 0.518 3.043 -1.976
H -0.028 3.821 -3.437
H 1.441 2.129 -4.206
H -0.168 1.516 -4.539
H 1.231 -0.265 -3.630
H -0.100 0.101 -2.522
H 3.755 1.741 1.727
H 2.242 0.905 2.063
H 2.002 3.191 2.822
H 0.979 2.979 1.414
H 2.043 5.085 1.100
H 2.872 4.011 0.001
H 3.881 4.916 2.757
H 4.518 5.426 1.196
H 4.751 3.770 1.738
H 5.387 2.160 0.200
H 6.779 2.113 -1.837
H 5.846 1.419 -4.007
H 3.482 0.728 -4.220
*
```

Properties
HOMO-LUMO gap: 8.1 eV
Largest force on an atom: 0.57 eV Å⁻¹
Energy above the lowest of the compared OMol25 structures with the same formula, charge and spin: 4.3 kcal per mole
E_HOMO: -14.60 eV
Calculated total energy: -8369.462361 Ha

[2]
Molecular formula: C24H43BrO16
Method: DFT, ωB97M-V/def2-TZVPD

```
! wB97M-V def2-TZVPD RIJCOSX def2/J DEFGRID3
* xyz 0 1
O -2.089 -0.072 0.721
C -1.584 1.067 0.189
Br 0.170 1.123 -0.834
C -2.389 2.530 0.279
C -3.778 2.507 -0.639
C -4.832 3.598 -0.563
C -6.238 3.441 -1.462
O -6.802 4.430 -2.154
C -6.803 1.863 -1.436
C -8.396 1.464 -1.305
C -8.756 -0.153 -1.231
C -7.591 -1.350 -1.278
O -7.949 -2.771 -1.164
C -5.977 -0.952 -1.457
C -5.649 0.653 -1.525
C -4.081 1.223 -1.671
O -3.201 0.749 -2.556
H -1.697 3.447 0.061
H -2.779 2.575 1.407
H -4.644 4.504 0.166
H -9.244 2.299 -1.258
H -9.881 -0.507 -1.132
H -7.861 -2.966 -0.166
H -5.115 -1.744 -1.499
O 1.962 -0.492 1.103
C 2.734 -0.194 2.268
C 2.632 -1.358 3.247
O 3.090 -2.555 2.623
H 1.024 -0.464 1.361
H 3.770 -0.056 1.942
H 2.371 0.737 2.710
H 3.236 -1.175 4.141
H 1.592 -1.522 3.545
H 2.785 -2.507 1.695
O -1.517 -3.217 -1.127
C -1.369 -3.536 -2.512
C -0.337 -2.602 -3.133
O 0.905 -2.729 -2.444
H -1.961 -2.353 -1.074
H -1.031 -4.575 -2.570
H -2.340 -3.448 -3.006
H -0.177 -2.837 -4.189
H -0.655 -1.559 -3.043
H 0.677 -2.849 -1.501
O 2.577 1.454 -4.896
C 1.659 2.122 -5.764
C 0.532 2.724 -4.933
O 1.072 3.625 -3.969
H 2.128 0.663 -4.552
H 2.217 2.909 -6.281
H 1.279 1.410 -6.501
H -0.176 3.269 -5.563
H -0.004 1.943 -4.385
H 1.909 3.222 -3.664
O 4.783 -5.634 4.026
C 4.931 -5.953 2.641
C 5.963 -5.020 2.020
O 7.205 -5.146 2.710
H 4.339 -4.770 4.079
H 5.269 -6.993 2.584
H 3.960 -5.866 2.147
H 6.123 -5.255 0.964
H 5.645 -3.977 2.111
H 6.977 -5.266 3.653
O 10.630 -5.045 4.336
C 11.078 -3.849 3.696
C 10.387 -2.650 4.334
O 10.668 -2.618 5.731
H 9.701 -5.181 4.080
H 12.162 -3.791 3.843
H 10.866 -3.914 2.625
H 10.729 -1.713 3.886
H 9.301 -2.725 4.222
H 10.672 -3.551 6.026
O -7.038 8.257 -1.234
C -6.266 8.555 -0.069
C -6.368 7.392 0.910
O -5.910 6.194 0.286
H -7.976 8.285 -0.976
H -5.230 8.694 -0.395
H -6.629 9.487 0.373
H -5.764 7.574 1.804
H -7.408 7.228 1.208
H -6.215 6.242 -0.642
*
```

Properties
HOMO-LUMO gap: 7.4 eV
Largest force on an atom: 9.43 eV Å⁻¹
Energy above the lowest of the compared OMol25 structures with the same formula, charge and spin: 319.3 kcal per mole
E_HOMO: -9.21 eV
Calculated total energy: -4717.516460 Ha

[3]
Molecular formula: C24H43ClO4P2Y
Method: DFT, ωB97M-V/def2-TZVPD

```
! wB97M-V def2-TZVPD RIJCOSX def2/J DEFGRID3
* xyz 1 1
Y -2.118 -0.202 -3.632
C 0.890 2.295 1.020
C -0.341 1.836 1.573
C 1.236 0.182 1.873
C 1.870 1.279 1.221
C -0.125 0.530 2.100
C 1.137 3.581 0.344
H 0.211 4.159 0.234
H 1.558 3.427 -0.663
H 1.857 4.198 0.905
C 3.291 1.367 0.866
H 3.453 2.136 0.101
H 3.668 0.412 0.475
H 3.901 1.634 1.743
C 1.888 -1.085 2.238
H 2.682 -0.925 2.981
H 2.339 -1.561 1.356
H 1.159 -1.786 2.660
C -1.118 -0.326 2.772
H -0.865 -0.466 3.834
H -1.165 -1.324 2.310
H -2.117 0.119 2.719
C -1.603 2.596 1.635
H -1.673 3.183 2.567
H -2.470 1.922 1.609
H -1.688 3.300 0.797
C -3.179 0.820 -5.306
C -2.874 2.256 -4.942
C -3.931 2.968 -4.068
C -4.437 2.196 -2.842
C -3.680 0.930 -2.455
C -4.191 -0.316 -2.802
C -4.997 -0.564 -4.064
C -4.619 0.361 -5.264
H -4.788 3.207 -4.717
H -5.500 1.950 -2.987
H -3.543 3.941 -3.740
H -5.315 1.210 -5.303
H -2.650 0.508 -6.220
H -2.889 2.802 -5.905
H -4.810 -0.198 -6.195
H -4.898 -1.624 -4.373
H -4.119 -1.156 -2.098
H -6.072 -0.436 -3.847
H -4.428 2.885 -1.983
H -3.085 1.054 -1.534
P -1.128 2.765 -4.507
P -3.159 -3.416 0.055
C -2.514 -2.892 -2.686
C -3.278 -3.790 -1.804
H -1.426 -2.962 -2.550
H -2.841 -2.952 -3.747
H -4.349 -3.764 -2.056
H -2.876 -4.815 -1.863
C -2.426 -4.995 0.616
H -2.306 -4.944 1.704
H -1.432 -5.089 0.164
H -3.052 -5.850 0.344
C -4.924 -3.670 0.478
H -5.354 -4.508 -0.083
H -5.465 -2.747 0.243
H -5.009 -3.849 1.556
C -0.295 3.453 -5.921
H 0.207 4.384 -5.626
H -1.016 3.644 -6.729
H 0.451 2.729 -6.274
C -1.046 3.838 -3.081
H 0.016 4.057 -2.886
H -1.442 3.344 -2.183
H -1.603 4.770 -3.258
O 0.532 -2.226 -2.643
Cl 0.681 -0.813 -2.199
O 1.506 -0.747 -0.985
O -0.577 1.395 -4.067
O -0.797 -0.396 -1.733
*
```

Properties
HOMO-LUMO gap (alpha / beta): 2.9 / 2.9 eV
Largest force on an atom: 7.24 eV Å⁻¹
Energy above the lowest of the compared OMol25 structures with the same formula, charge and spin: 151.0 kcal per mole
E_HOMO (alpha / beta): -8.16 / -8.15 eV
Calculated total energy: -2421.854828 Ha